Density functional theory data (ωB97M-V with the def2-TZVPD basis set) for C29H31BF2I2N3O6STi as an isolated structure at a distorted geometry.

Element x y z (Å)
Ti -0.5296 -0.1948 0.8684
C -4.7254 0.4818 -0.9201
C -4.2341 0.4519 -2.3694
C -4.4720 1.8140 -3.0145
C -2.7876 -0.0143 -2.4725
C -1.8117 0.7445 -3.1125
C -0.5383 0.2363 -3.3263
C -0.1752 -1.0216 -2.8649
C 1.1819 -1.5883 -3.1898
C -1.1156 -1.7501 -2.1397
C -2.4106 -1.2635 -1.9761
H -5.7739 0.7884 -0.8898
H -4.1446 1.1952 -0.3343
H -4.6436 -0.4950 -0.4430
H -4.8326 -0.2943 -2.9083
H -3.9042 2.5980 -2.5064
H -5.5308 2.0717 -2.9442
H -4.1944 1.8235 -4.0701
H -2.0325 1.7486 -3.4513
H 0.1837 0.8345 -3.8728
H 1.2416 -1.8569 -4.2471
H 1.3918 -2.4848 -2.6047
H 1.9753 -0.8597 -3.0004
H -0.8666 -2.7396 -1.7671
H -3.1449 -1.8906 -1.4836
O -3.5314 1.0219 2.4789
C -3.1706 -0.1158 2.4356
N -2.4990 -0.7399 1.3535
S -2.1121 -2.2709 1.7006
O -2.7824 -3.2697 0.9225
O -0.6309 -2.2864 1.5657
C -2.7455 -2.3084 3.3364
C -2.7997 -3.3589 4.2325
C -3.4966 -3.1408 5.4121
C -4.1354 -1.9247 5.6517
C -4.0796 -0.8925 4.7254
C -3.3677 -1.1031 3.5600
H -2.3169 -4.3042 4.0258
H -3.5499 -3.9284 6.1524
H -4.6835 -1.7869 6.5748
H -4.5769 0.0552 4.8824
F 1.3945 -0.5630 2.6957
B 0.3917 0.4310 2.7683
F -0.5887 0.0207 3.6849
I -1.0774 2.2970 0.2940
I -1.6131 5.0223 -2.0929
O 2.7700 1.7866 1.9191
C 1.9716 2.2858 2.6777
O 0.8876 1.7325 3.1710
H 2.0958 3.3066 3.0643
C 5.5043 0.1736 0.5250
N 4.4979 -0.4409 -0.3792
N 3.3234 0.2994 -0.5231
C 2.2699 -0.4717 -0.1951
O 1.0827 -0.0448 -0.1427
C 2.7541 -1.7946 0.0568
C 4.0972 -1.7236 -0.0352
C 5.1136 -2.7963 0.1419
C 3.3095 1.5870 -1.1756
C 4.4863 2.3085 -1.3307
C 4.4462 3.5571 -1.9331
C 3.2475 4.0906 -2.3801
C 2.0829 3.3501 -2.2548
C 2.1124 2.0934 -1.6680
H 5.0413 1.0156 1.0366
H 6.3816 0.4930 -0.0317
H 5.8050 -0.5556 1.2726
H 2.1366 -2.6375 0.3153
H 4.6166 -3.7635 0.1570
H 5.6651 -2.6885 1.0777
H 5.8299 -2.7784 -0.6791
H 5.4357 1.9285 -0.9954
H 5.3666 4.1187 -2.0344
H 3.2134 5.0813 -2.8137
H 1.1295 3.7512 -2.5843
H 1.1908 1.5465 -1.5785

## Properties
HOMO level: -3.52 eV
charge: -1
energy: -103603.227 eV
frontier orbital gap: 5.381 eV
LUMO level: 1.86 eV
energy above the lowest of the compared OMol25 structures with the same formula, charge and spin: 2.044 eV